Below is C20H27As2NO13Re as an isolated structure at a distorted geometry, with properties calculated with ωB97M-V with the def2-TZVPD basis set.

Properties
Kohn-Sham gap (alpha / beta) ... 5.798 / 6.186 eV
HOMO (alpha / beta) ... -14.60 / -14.61 eV
Net charge ... +2
E_LUMO (alpha / beta) ... -8.80 / -8.43 eV
Multiplicity ... 2
Expectation value of S² ... 0.758
Energy relative to the best compared isomer or geometry (same formula, charge and spin) ... 0.533 eV
Calculated total energy ... -173073.8318 eV
Strongest force on any atom ... 0.031 Eh/bohr

XYZ file:
```
64
Properties=species:S:1:pos:R:3:lowdin_spin:R:1
Re -1.608 0.858 -0.110 0.81
O -3.335 2.256 -0.019 0.01
C -4.510 1.521 0.476 0.00
C -4.529 0.188 -0.213 0.00
N -3.212 -0.538 -0.028 -0.01
C -3.017 -1.453 -1.193 0.00
C -2.555 -0.620 -2.361 0.01
O -2.704 -0.938 -3.485 0.00
O -1.879 0.542 -1.984 0.08
C -3.129 -1.195 1.315 0.00
C -2.621 -0.208 2.336 0.01
O -2.855 -0.278 3.488 0.00
O -1.799 0.782 1.789 0.08
H -3.546 2.732 -0.837 0.00
H -4.380 1.447 1.550 0.00
H -5.419 2.083 0.288 0.00
H -5.346 -0.430 0.156 0.00
H -4.669 0.335 -1.282 0.00
H -2.235 -2.173 -0.965 0.00
H -3.927 -1.990 -1.455 0.00
H -4.082 -1.605 1.639 0.00
H -2.398 -1.999 1.267 0.00
C -0.061 -2.197 -4.336 0.00
O 0.150 -1.584 -3.024 0.00
C 1.068 -0.613 -3.007 0.00
O 1.713 -0.259 -3.944 0.00
C 1.025 0.131 -1.687 0.01
C 1.666 1.284 -1.477 -0.01
As 3.686 1.108 -1.325 0.00
C 4.211 -0.572 -2.147 0.00
C 3.179 0.241 0.462 0.00
C 2.021 -0.206 0.966 0.00
As 0.382 -0.619 -0.022 -0.01
C 0.437 -2.535 -0.077 0.00
C 1.899 -0.571 2.412 0.00
O 2.740 -0.389 3.240 0.00
O 0.646 -1.016 2.672 0.00
C 0.352 -1.274 4.079 0.00
C 4.475 -0.132 1.190 0.00
O 4.839 -1.255 0.990 0.00
O 5.188 0.782 1.814 0.00
C 4.643 2.103 2.032 0.00
C 1.262 2.316 -0.472 0.00
O 1.987 3.066 0.080 0.00
O -0.140 2.472 -0.260 0.02
C -0.467 3.648 0.605 0.00
H -1.011 -2.713 -4.271 0.00
H 0.751 -2.888 -4.541 0.00
H -0.095 -1.426 -5.097 0.00
H 4.183 -0.457 -3.223 0.00
H 3.630 -1.432 -1.829 0.00
H 5.242 -0.707 -1.822 0.00
H 1.488 -2.800 -0.061 0.00
H -0.038 -2.894 -0.978 0.00
H -0.045 -2.923 0.813 0.00
H -0.728 -1.285 4.163 0.00
H 0.779 -0.490 4.691 0.00
H 0.778 -2.231 4.360 0.00
H 4.707 2.303 3.093 0.00
H 3.607 2.162 1.706 0.00
H 5.249 2.810 1.480 0.00
H -1.547 3.704 0.622 0.00
H -0.033 4.533 0.163 0.00
H -0.065 3.487 1.598 0.00
```

***

Below is As2CsF12 as an isolated structure at a distorted geometry, with properties calculated with ωB97M-V with the def2-TZVPD basis set.

Properties
Kohn-Sham gap ... 9.054 eV
HOMO ... -9.34 eV
Net charge ... -1
E_LUMO ... -0.29 eV
Energy relative to the best compared isomer or geometry (same formula, charge and spin) ... 2.983 eV
Calculated total energy ... -154843.6055 eV
Strongest force on any atom ... 0.044 Eh/bohr

XYZ file:
```
15
Properties=species:S:1:pos:R:3:lowdin_charge:R:1
Cs -1.328 -3.044 -1.325 0.98
As 3.370 -2.811 4.094 0.92
F 1.871 -3.705 3.533 -0.35
F 2.479 -1.225 3.921 -0.33
F 4.902 -2.017 4.695 -0.32
F 4.158 -4.322 4.445 -0.28
F 3.982 -2.748 2.371 -0.33
F 2.591 -2.775 5.708 -0.31
As -3.185 3.282 -3.960 0.92
F -3.181 2.313 -2.416 -0.34
F -3.415 4.838 -3.074 -0.30
F -3.143 4.050 -5.545 -0.28
F -2.719 1.695 -4.705 -0.34
F -4.979 2.950 -4.013 -0.32
F -1.402 3.519 -3.729 -0.32
```

***

Below is C3H3OP in the gas phase at a distorted geometry, with properties calculated with ωB97M-V with the def2-TZVPD basis set.

Properties
Kohn-Sham gap ... 9.705 eV
HOMO ... -9.48 eV
E_LUMO ... 0.22 eV
Energy relative to the best compared isomer or geometry (same formula, charge and spin) ... 2.400 eV
Calculated total energy ... -14492.6217 eV
Structure (SMILES) ... C#COP=C
Strongest force on any atom ... 0.027 Eh/bohr

XYZ file:
```
8
Properties=species:S:1:pos:R:3:lowdin_charge:R:1
C -1.055 1.568 0.277 0.11
C -0.948 0.492 0.797 -0.35
O -0.711 -0.692 1.251 -0.37
P 0.480 -1.704 0.664 0.93
C 1.038 -0.909 -0.685 -0.31
H -1.279 2.547 -0.020 0.02
H 0.642 0.040 -1.015 -0.02
H 1.832 -1.342 -1.267 -0.02
```

***

Below is a 3-piece molecular cluster, C22H42O8 overall at a distorted geometry, with properties calculated with ωB97M-V with the def2-TZVPD basis set.

Properties
Kohn-Sham gap ... 9.633 eV
HOMO ... -9.34 eV
E_LUMO ... 0.29 eV
Energy relative to the best compared isomer or geometry (same formula, charge and spin) ... 7.045 eV
Calculated total energy ... -39862.0084 eV
Structure (SMILES) ... C#C[C@@]1([C@H](C)CC)COC(=O)C1.COCCOCCOC.COCCOCCOC
Strongest force on any atom ... 0.194 Eh/bohr

XYZ file:
```
72
Properties=species:S:1:pos:R:3:lowdin_charge:R:1
C -0.083 1.180 3.829 0.07
C 0.279 1.969 2.696 -0.03
C 0.684 2.581 1.192 -0.33
C 0.910 1.482 -0.003 -0.31
C -0.544 0.712 -0.302 -0.09
C 2.025 0.323 0.321 -0.20
C 3.471 0.866 -0.322 -0.14
C -0.482 3.564 0.504 -0.09
O -0.168 4.920 1.065 -0.11
C 1.311 5.044 0.845 -0.22
O 1.935 6.033 0.192 0.01
C 1.886 3.664 1.542 -0.02
H -0.723 0.457 4.531 0.06
H 1.219 1.959 -1.046 0.15
H -0.337 -0.437 -0.517 0.08
H -1.285 0.839 0.618 0.08
H -0.992 1.169 -1.298 0.09
H 1.812 -0.696 -0.263 0.11
H 2.201 0.125 1.465 0.11
H 4.386 0.668 0.381 0.08
H 3.360 2.030 -0.506 0.06
H 3.611 0.388 -1.399 0.08
H -1.597 3.207 0.548 0.15
H -0.022 3.692 -0.591 0.15
H 1.822 3.773 2.713 0.13
H 2.973 3.298 1.252 0.13
C -4.488 0.906 2.930 -0.11
O -4.496 0.026 4.042 -0.21
C -4.561 0.729 5.284 -0.19
C -5.071 -0.195 6.393 -0.17
O -6.497 -0.347 6.380 -0.14
C -7.022 -1.177 5.336 -0.17
C -6.774 -2.668 5.579 -0.19
O -5.441 -3.018 5.203 -0.21
C -5.014 -4.227 5.811 -0.11
H -3.617 1.570 2.972 0.08
H -4.434 0.306 2.017 0.09
H -5.412 1.492 2.902 0.09
H -5.224 1.596 5.198 0.13
H -3.548 1.069 5.525 0.12
H -4.839 0.273 7.356 0.13
H -4.570 -1.163 6.383 0.12
H -6.664 -0.855 4.355 0.12
H -8.105 -1.008 5.349 0.13
H -7.458 -3.260 4.961 0.12
H -6.946 -2.900 6.635 0.13
H -5.010 -4.123 6.901 0.09
H -3.992 -4.434 5.483 0.09
H -5.659 -5.056 5.511 0.09
C 3.833 1.885 -6.756 -0.11
O 4.414 0.619 -6.493 -0.21
C 5.133 0.601 -5.258 -0.19
C 5.303 -0.836 -4.760 -0.17
O 4.129 -1.342 -4.109 -0.15
C 3.039 -1.685 -4.974 -0.17
C 3.279 -2.983 -5.749 -0.19
O 4.117 -2.738 -6.881 -0.21
C 4.735 -3.924 -7.356 -0.11
H 4.608 2.657 -6.822 0.09
H 3.305 1.829 -7.712 0.09
H 3.108 2.140 -5.976 0.09
H 4.605 1.190 -4.501 0.12
H 6.117 1.046 -5.443 0.12
H 6.083 -0.837 -3.991 0.13
H 5.636 -1.508 -5.552 0.12
H 2.781 -0.854 -5.634 0.12
H 2.181 -1.842 -4.311 0.12
H 2.326 -3.371 -6.122 0.12
H 3.740 -3.725 -5.088 0.13
H 5.379 -4.352 -6.582 0.09
H 5.357 -3.666 -8.217 0.09
H 3.981 -4.651 -7.666 0.09
```

***

Below is C4H2N8 in the gas phase at a distorted geometry, with properties calculated with ωB97M-V with the def2-TZVPD basis set.

Properties
Kohn-Sham gap ... 8.665 eV
HOMO ... -9.35 eV
E_LUMO ... -0.69 eV
Energy relative to the best compared isomer or geometry (same formula, charge and spin) ... 0.000 eV
Calculated total energy ... -16096.2176 eV
Strongest force on any atom ... 0.183 Eh/bohr

XYZ file:
```
14
Properties=species:S:1:pos:R:3:lowdin_charge:R:1
N -4.016 -0.432 1.524 0.23
N 2.369 3.352 -0.073 0.25
N -1.868 0.758 1.335 0.11
N 2.082 1.039 -1.034 0.10
N -1.024 -1.217 0.287 0.12
N -0.079 0.925 -0.034 0.17
N -2.964 0.132 1.407 -0.17
N 2.311 2.216 -0.478 -0.10
C -0.943 0.104 0.487 -0.43
C -0.036 -1.773 -0.450 -0.14
C 1.011 0.354 -0.565 -0.35
C 1.028 -1.056 -0.818 -0.03
H 0.139 -2.835 -0.447 0.11
H 1.992 -1.567 -1.142 0.13
```

***

Below is C20H25NO2S2 in the gas phase at a distorted geometry, with properties calculated with ωB97M-V with the def2-TZVPD basis set.

Properties
Kohn-Sham gap ... 8.561 eV
HOMO ... -7.88 eV
E_LUMO ... 0.68 eV
Energy relative to the best compared isomer or geometry (same formula, charge and spin) ... 0.000 eV
Calculated total energy ... -48400.1414 eV
Structure (SMILES) ... COc1ccccc1SC[C@@H](C)CN[C@@H]1COc2ccccc2SC1
Strongest force on any atom ... 0.044 Eh/bohr

XYZ file:
```
50
Properties=species:S:1:pos:R:3:lowdin_charge:R:1
C -2.534 1.213 1.868 -0.05
O -1.919 -0.086 1.640 -0.13
C -1.565 -0.855 2.704 -0.29
C -1.984 -0.539 4.016 -0.03
C -1.610 -1.350 5.061 -0.08
C -0.783 -2.499 4.828 -0.06
C -0.350 -2.769 3.514 -0.09
C -0.743 -1.974 2.415 -0.45
S -0.182 -2.350 0.765 0.96
C 1.640 -2.344 1.028 -0.43
C 2.152 -1.033 1.607 -0.43
C 3.686 -1.047 1.708 -0.07
C 1.686 0.203 0.848 -0.21
N 1.894 -0.003 -0.595 -0.03
C 1.692 1.132 -1.510 -0.38
C 0.284 1.693 -1.304 -0.17
O -0.080 2.497 -2.388 -0.05
C -0.854 1.945 -3.362 -0.27
C -1.834 2.790 -3.892 0.00
C -2.776 2.257 -4.796 -0.09
C -2.618 0.963 -5.320 -0.10
C -1.597 0.164 -4.837 -0.12
C -0.680 0.637 -3.897 -0.43
S 0.664 -0.465 -3.481 0.97
C 1.973 0.703 -2.963 -0.37
H -3.568 1.052 2.021 0.08
H -2.414 1.852 0.962 0.10
H -2.091 1.799 2.659 0.08
H -2.594 0.349 4.194 0.11
H -1.984 -1.186 6.054 0.10
H -0.493 -3.149 5.617 0.08
H 0.247 -3.626 3.247 0.10
H 1.899 -3.113 1.737 0.07
H 2.188 -2.557 0.092 0.09
H 1.753 -0.960 2.607 0.12
H 4.008 -1.822 2.430 0.09
H 4.094 -0.117 2.045 0.06
H 4.130 -1.266 0.731 0.08
H 0.627 0.358 1.071 0.09
H 2.230 1.065 1.221 0.12
H 1.435 -0.859 -0.914 0.05
H 2.471 1.857 -1.305 0.14
H 0.233 2.283 -0.393 0.13
H -0.408 0.845 -1.188 0.13
H -1.913 3.824 -3.585 0.11
H -3.623 2.887 -5.143 0.11
H -3.381 0.631 -6.042 0.11
H -1.377 -0.806 -5.218 0.09
H 2.025 1.575 -3.601 0.09
H 2.941 0.197 -2.951 0.09
```

***

Below is a 2-piece molecular cluster, C2H5O4 overall at a distorted geometry, with properties calculated with ωB97M-V with the def2-TZVPD basis set.

Properties
Kohn-Sham gap (alpha / beta) ... 9.758 / 9.760 eV
HOMO (alpha / beta) ... -17.56 / -17.56 eV
Net charge ... +1
E_LUMO (alpha / beta) ... -7.80 / -7.79 eV
Energy relative to the best compared isomer or geometry (same formula, charge and spin) ... 0.438 eV
Calculated total energy ... -10328.6352 eV
Strongest force on any atom ... 0.063 Eh/bohr

XYZ file:
```
11
Properties=species:S:1:pos:R:3:lowdin_charge:R:1
C -0.082 -1.338 0.505 0.01
C 0.618 -0.393 -0.300 -0.16
O -1.575 2.944 -0.056 0.22
O 1.565 0.370 0.088 0.21
O -0.884 1.018 -0.689 0.03
O -0.949 1.954 0.220 0.00
H -1.056 -1.559 0.110 0.12
H -0.139 -1.086 1.593 0.14
H 0.345 -2.293 0.370 0.12
H 0.420 -0.675 -1.274 0.14
H 1.738 1.059 -0.568 0.17
```

***

Below is C3H36NO14 as an isolated structure at a distorted geometry, with properties calculated with ωB97M-V with the def2-TZVPD basis set.

Properties
Kohn-Sham gap ... 8.098 eV
HOMO ... -10.74 eV
Net charge ... +1
E_LUMO ... -2.64 eV
Energy relative to the best compared isomer or geometry (same formula, charge and spin) ... 5.665 eV
Calculated total energy ... -33842.1198 eV
Strongest force on any atom ... 0.111 Eh/bohr

XYZ file:
```
54
Properties=species:S:1:pos:R:3:lowdin_charge:R:1
C 2.901 -2.396 -2.277 -0.06
C 1.900 -1.581 -1.617 -0.46
C 1.869 -0.187 -1.596 -0.04
N 0.646 -2.173 -1.099 0.07
H 2.436 -3.381 -2.675 0.12
H 3.237 -1.832 -3.192 0.10
H 3.810 -2.525 -1.607 0.11
H 1.304 0.337 -0.864 0.03
H 2.746 0.380 -2.096 0.11
H 0.203 -1.620 -0.378 0.00
H 0.747 -3.170 -0.909 0.08
H 1.143 1.508 -4.367 0.12
H 1.048 4.595 1.894 0.07
H 1.896 3.088 1.645 0.00
O 1.256 3.795 1.379 -0.09
H -0.517 -1.774 -3.481 0.08
H -0.962 -1.118 -4.758 0.06
O -0.657 -0.859 -3.877 -0.07
H -0.619 0.142 1.532 0.09
H -0.701 -1.399 1.564 0.02
O -0.240 -0.725 1.049 -0.13
H -1.159 -3.411 0.737 0.02
H -1.872 -1.984 0.709 0.07
O -1.566 -2.825 0.137 -0.10
H -1.982 0.981 -1.770 0.08
H -0.992 1.548 -3.282 0.09
O -1.822 1.749 -2.666 0.05
H -1.567 2.610 0.349 -0.06
H -2.084 3.778 -0.487 0.07
O -1.851 2.868 -0.508 -0.03
H 3.046 -0.253 0.456 -0.01
H 3.112 -1.760 0.366 0.03
O 3.552 -0.994 0.805 -0.07
H -3.629 -2.760 2.094 0.06
H -2.864 -1.816 3.004 0.00
O -3.201 -1.919 2.141 -0.03
H -2.328 0.306 3.564 0.03
H -0.815 -0.049 3.358 0.04
O -1.737 -0.397 3.484 -0.05
H -1.381 0.486 -0.139 0.06
H -2.303 -0.523 -0.999 0.14
O -2.197 0.402 -0.654 0.07
H 1.245 -1.994 3.197 0.10
H 0.324 -1.537 4.350 0.00
O 0.681 -1.270 3.571 -0.02
H 1.995 1.129 2.769 0.08
H 3.255 1.517 1.869 0.06
O 2.334 1.595 1.998 0.00
H -1.616 2.567 -2.212 0.06
H 0.454 0.817 -3.139 -0.01
O 0.554 1.677 -3.582 -0.07
H -0.135 2.538 1.687 0.06
H -1.476 2.777 2.243 0.09
O -1.047 2.152 1.673 -0.02
```

***

> Number 4 is which compound?

C22H42O8